{
  "formula": "C36H96O36S12",
  "method": "wB97M-V/def2-TZVPD",
  "symbols": ["O", "O", "H", "C", "H", "H", "O", "S", "H", "C", "O", "C", "O", "O", "H", "H", "C", "O", "C", "C", "S", "O", "H", "O", "O", "H", "C", "H", "H", "H", "H", "H", "H", "C", "H", "H", "O", "H", "H", "C", "C", "O", "O", "O", "C", "H", "S", "H", "O", "S", "H", "H", "C", "C", "H", "S", "S", "H", "H", "C", "H", "H", "H", "H", "O", "C", "H", "O", "H", "H", "H", "H", "H", "H", "H", "C", "O", "O", "H", "H", "H", "H", "C", "O", "H", "H", "H", "H", "H", "H", "O", "C", "H", "H", "O", "H", "C", "H", "O", "C", "O", "H", "H", "C", "C", "H", "C", "C", "H", "C", "S", "H", "H", "H", "H", "H", "H", "H", "C", "H", "S", "O", "H", "H", "H", "H", "H", "C", "H", "S", "H", "H", "C", "C", "H", "H", "S", "O", "C", "H", "O", "H", "H", "O", "H", "H", "H", "H", "H", "O", "H", "H", "H", "H", "C", "O", "C", "O", "C", "O", "H", "H", "H", "H", "H", "H", "H", "S", "O", "H", "O", "O", "C", "H", "C", "O", "S", "C", "H", "H"],
  "xyz": [[8.778258, -7.361563, 1.070574], [-3.492382, -6.898753, -0.082660], [7.229296, 2.895200, -3.353653], [3.074776, -4.974284, -9.227691], [-7.833014, 7.504183, -0.737748], [3.886618, -5.564420, -8.802533], [6.824147, -6.494292, 2.476818], [-5.640199, -2.811086, -6.625333], [-3.500530, -1.828617, -6.184849], [-1.462699, 8.035703, 4.876649], [-7.831117, 7.053357, -2.901248], [-7.075128, 5.558555, -1.195123], [8.611491, 4.643656, -4.729107], [-9.071543, 8.300701, -4.763115], [2.287420, -0.161726, 3.526919], [8.067261, -0.614340, 12.333262], [-0.943070, 0.153704, -0.116822], [9.052256, -2.134094, 8.123765], [7.365645, 2.126050, -4.113863], [-11.149827, -1.001916, -2.980464], [8.258625, -2.209767, 9.342259], [-6.903978, -2.221022, -7.108947], [9.738009, -2.063600, 13.628468], [-7.390327, -6.780244, 5.610547], [-6.014256, -4.595674, 5.914981], [6.200456, -1.227708, 10.086228], [2.735102, -3.925826, -8.152234], [5.505540, -4.088698, 2.556876], [-12.150029, -0.717737, -3.307484], [5.472791, -6.721529, 0.991002], [-6.506305, 4.994633, -1.934405], [8.346454, -4.573035, 1.692251], [4.936642, -4.235454, 0.846658], [-0.874639, -7.877478, 0.803470], [6.260806, 6.696016, -1.169946], [-1.541443, 11.759086, 4.212116], [8.960301, -7.333733, 3.627871], [-3.764537, -3.830732, 3.561997], [7.874185, -2.378763, 12.071574], [3.186823, 7.386963, -0.097065], [5.142084, -4.760677, 1.779410], [4.224134, 9.741209, -0.783028], [5.717134, 7.953510, 0.464987], [-10.222653, 1.482914, -3.551161], [-0.751953, -7.696028, 2.306527], [10.065438, 3.327748, -6.221455], [-2.131003, 9.782441, 2.997041], [2.389706, 7.943665, -0.589784], [-11.160861, 1.027399, -1.215543], [4.263351, 8.805645, 0.374044], [5.623295, 0.980144, -4.240270], [-8.063346, 5.129606, -1.029223], [8.519991, -1.514354, 11.917186], [-8.857019, -0.658991, -0.782829], [-2.248415, 6.479771, 3.499512], [7.874412, 4.076557, -5.846842], [8.509126, -6.773011, 2.389355], [-5.161987, -5.738972, 4.252436], [9.321472, 3.698462, -7.792189], [1.668480, -2.555829, -5.339123], [-4.192764, -6.228066, -8.701734], [-10.368404, 6.192992, -2.792512], [-3.063525, -7.994295, -2.420746], [-1.353632, -8.460956, -1.775628], [-3.396958, 10.417681, 2.586216], [-1.019406, 11.133625, 3.487979], [-1.473412, 0.102317, -1.067709], [-1.427569, 8.852319, 2.083709], [6.481432, 0.838930, -2.674230], [1.636273, -2.251907, -4.292847], [0.488176, -0.243786, 3.350522], [-0.047037, -8.447969, 0.381914], [3.572219, -4.449656, -10.043421], [0.154139, -7.191012, 2.641279], [-7.312873, 0.498862, 0.159239], [-1.790763, 6.554232, 4.485974], [3.983525, -4.031250, -5.420801], [8.842274, -1.211621, 10.550647], [2.208917, -1.826239, -5.942216], [-4.309247, -1.134638, -7.534717], [-1.702734, 0.303326, 0.650397], [-9.518800, -0.284070, -0.002074], [6.073651, -5.889766, 1.358749], [-7.157028, -5.649469, 7.957884], [10.568355, -0.949740, 12.541579], [-1.465653, 8.051895, 5.966524], [2.216426, -5.556865, -9.562254], [-8.498498, -3.465172, 6.529558], [-3.554006, -4.106682, 5.252905], [-0.215843, -0.638233, 0.062274], [1.176431, 1.833256, -0.785858], [-7.421127, -0.478678, -0.310661], [3.662471, -3.468940, -7.806762], [6.768977, -5.495611, 0.617625], [-8.762133, 9.316965, -2.440140], [-0.279266, 10.569346, 4.055339], [-7.276947, 7.037243, -1.550674], [10.285660, -2.701961, 12.232957], [-5.593509, -3.591746, -5.429452], [-2.048421, -7.707325, -2.146312], [6.909397, 2.787762, -5.284136], [2.794692, 6.844588, 0.763265], [-7.211428, -1.217969, 0.462372], [-5.463767, -4.755180, 4.611849], [-8.649685, -4.393575, 5.978812], [7.159202, 0.030921, -4.089637], [9.167545, 3.212712, -6.828619], [9.030737, -5.033132, 2.405117], [-6.761667, -0.719387, -1.144494], [1.470566, 1.043225, 1.986225], [2.503602, -4.149543, -5.507095], [-10.729053, 7.520174, -1.685607], [-8.623437, -4.210583, 4.904609], [-3.884329, -4.959170, -6.518410], [8.830777, -4.505137, 3.337492], [8.266942, 7.078476, 0.363981], [-2.994277, -3.674328, -7.445068], [7.945449, 8.774021, 0.213385], [9.848998, -1.767481, 12.585348], [-0.650977, -8.678954, 2.766704], [-8.964730, 8.163384, -3.315937], [-2.372595, 9.037931, 4.481998], [-0.599917, 11.727767, 2.676112], [4.196623, -5.159623, 2.146894], [-11.217531, -1.719370, -2.162676], [8.441100, 1.949344, -4.097043], [-8.935736, -1.729808, -0.970570], [6.457575, 7.670824, -0.723702], [3.835374, 6.727183, -0.673409], [-10.387794, 0.566932, -2.397035], [-3.423315, -4.769541, -9.559652], [10.059996, -4.951257, 2.055808], [6.665200, -1.354097, 9.108404], [-3.809545, -4.397804, -7.449742], [8.819524, 2.180299, -6.861919], [-11.314551, 7.547233, -3.392171], [-0.069676, 1.818810, 0.027432], [-1.042334, 2.836050, -0.131334], [6.596863, 0.903084, -3.756193], [0.656049, -2.756826, -5.689375], [-2.271890, -5.094748, -1.455652], [-6.340367, 7.584991, -1.654982], [-10.565518, -1.425533, -3.797304], [1.957527, -4.438777, -7.069295], [2.270407, -3.014324, -8.528199], [7.030178, -0.408184, 8.708205], [-1.708023, -8.536874, 0.561028], [1.262285, 1.126968, 4.140102], [-1.531756, -7.106686, -2.894907], [7.931249, -3.503239, 9.990613], [-2.610331, 6.167385, 5.091589], [6.238306, 8.381579, -1.520481], [-1.645279, -7.231037, 2.723487], [1.721289, 0.323385, 1.207080], [7.873529, 7.827805, -0.322912], [3.952898, 9.294579, 1.729540], [1.370305, 0.396371, 3.338430], [0.312343, 1.716846, 1.610513], [-10.499821, 7.272754, -2.722117], [-8.872169, 0.038094, -1.933149], [-6.260641, -4.483651, 3.919495], [-2.568776, -5.864832, -8.554857], [6.078176, -1.904684, 8.373320], [-4.494794, -2.784526, 4.939927], [-6.527406, 5.477385, -0.256237], [2.229558, 1.802607, 2.174323], [-9.543630, -4.962154, 6.235056], [-2.322405, -6.440291, -0.812331], [-4.940485, -3.682151, -7.785774], [-0.944926, 5.871625, 4.567847], [7.115217, 4.905215, -6.775092], [-0.969221, -6.670512, 0.157294], [-3.531519, -5.362986, -8.651796], [8.477412, 7.886551, -1.228435], [-4.455052, -1.397721, -6.487038], [1.895578, -5.127011, -4.583371], [-7.217032, -5.580421, 6.459904], [-4.284051, -3.767263, 4.518123], [-4.812334, -0.601369, -5.834135], [-0.447326, 8.336615, 4.618635]],
  "forces_ev_per_a": [[-0.3, 0.9, 2.4], [1.1, 0.9, -0.3], [0.0, -0.2, 0.4], [0.4, 0.8, 1.0], [-0.6, 0.3, -0.6], [-0.4, -0.6, 0.0], [1.8, -0.2, 0.4], [-1.3, 2.6, -0.3], [-0.1, 0.1, 0.5], [1.0, -1.6, 0.7], [-1.3, 1.0, -0.7], [-0.1, 0.6, 0.2], [-1.4, -0.4, -0.6], [0.8, -0.5, 2.2], [-0.1, -0.2, 0.0], [-0.2, 0.0, -0.1], [0.4, 2.1, 0.2], [-0.8, 0.2, 2.2], [0.9, 1.9, 1.8], [0.4, 0.7, 0.3], [-1.5, -1.5, 1.7], [2.7, -1.8, 0.6], [-0.4, 0.6, 0.4], [1.0, 2.2, 1.8], [-0.2, -1.8, 1.5], [0.0, -0.2, -0.2], [0.8, 0.9, -0.7], [0.4, 0.0, -0.3], [0.1, 0.0, 0.0], [0.2, 0.2, -0.5], [-0.2, 0.1, -0.2], [0.3, 0.1, -0.3], [-0.1, 0.3, 0.2], [0.1, -2.2, 1.0], [-0.4, -0.3, 0.5], [-0.2, -0.1, -0.3], [-0.8, -0.4, -0.8], [-0.4, 0.5, -0.1], [-0.1, 0.1, -0.5], [0.5, 1.3, 0.8], [-0.2, -0.5, 0.2], [0.6, -2.1, 2.6], [-2.3, 1.3, 0.3], [0.0, -2.3, 2.8], [0.1, -0.6, 0.2], [-0.1, -0.2, -0.1], [-0.8, 0.2, -1.6], [0.0, -0.7, -0.5], [1.9, -1.0, -2.3], [-0.3, 0.2, -0.2], [-0.1, -0.4, 0.2], [0.1, -0.3, -0.2], [1.0, 0.2, 0.7], [2.1, -1.6, 2.9], [0.6, 0.2, -0.4], [0.7, -0.2, -0.7], [-1.3, 1.4, -1.5], [0.0, -0.4, 1.0], [-0.4, -0.2, 0.1], [0.3, -0.6, 0.2], [-0.6, 0.6, -0.3], [0.3, 0.1, -0.2], [0.4, -0.3, -0.1], [-0.5, -0.2, 0.0], [2.3, -1.8, 1.1], [-0.2, -1.1, 0.9], [0.5, 0.0, -0.1], [-1.4, 1.7, 2.1], [-0.1, 0.0, -0.1], [0.2, -0.1, -0.1], [0.1, -0.3, 0.3], [0.6, 0.3, 0.1], [-0.4, 0.1, -0.3], [-0.1, 0.4, -0.4], [0.4, 0.1, -0.5], [-1.0, 0.9, -0.4], [-3.2, 0.1, -0.9], [-0.5, -1.0, -2.5], [-0.2, -0.1, 0.0], [-0.3, 0.6, 0.1], [0.2, -0.5, 0.2], [-0.4, -0.2, -0.3], [0.7, -0.5, 0.7], [0.3, 0.1, -4.3], [-0.2, 0.0, -0.3], [-0.2, 0.3, 0.1], [0.2, 0.0, 0.0], [-0.2, -0.3, 0.1], [0.2, -0.4, 0.0], [-0.3, 0.1, 0.0], [-2.6, -0.1, 1.9], [-0.2, -0.7, 0.9], [0.3, -0.6, 0.4], [0.0, -0.4, -0.1], [-0.2, -1.3, -1.4], [0.5, 0.4, -0.2], [1.1, -0.7, -0.2], [0.2, 0.2, -0.7], [-0.2, -0.1, 0.1], [0.4, 1.9, 1.0], [0.8, 1.6, -2.3], [0.2, 0.3, 0.1], [0.0, -0.1, 0.1], [0.0, 1.3, -1.6], [1.4, -1.4, 0.6], [-0.5, -0.2, -0.1], [-0.7, 0.1, 1.0], [-0.7, -0.2, -0.8], [0.2, 0.5, 0.1], [1.8, 0.0, 0.6], [1.2, -1.2, 1.2], [0.2, 0.3, -0.2], [0.2, -0.2, 0.1], [-0.2, 0.3, 0.0], [0.3, -0.7, 0.3], [-0.2, -0.3, -0.2], [0.4, -0.2, 0.5], [0.2, 0.1, -0.2], [0.3, -1.1, 1.0], [-0.2, -0.2, 0.0], [-0.9, -0.1, 1.3], [-0.7, 1.1, -2.1], [-0.2, -0.5, -0.1], [0.0, 0.0, 0.0], [0.1, 0.2, 0.1], [0.1, -0.1, -0.5], [-0.8, -0.2, 0.0], [-0.1, 0.3, -0.6], [-0.5, 0.2, -0.4], [-1.0, 1.3, -0.6], [-0.6, -0.2, -0.1], [-0.1, -0.1, 0.2], [1.6, 0.0, -0.4], [2.1, -1.8, -1.4], [0.4, 0.0, -0.4], [0.1, 0.2, 0.1], [2.3, -2.4, -1.3], [-0.2, 0.4, 0.3], [-0.1, -0.4, -0.5], [0.1, 0.2, -0.1], [0.2, -3.2, 2.3], [0.1, -0.1, 0.3], [0.0, 0.3, 0.0], [0.8, -0.4, 1.9], [-0.9, -0.3, -0.4], [-0.5, 0.2, 0.0], [-0.5, 0.2, 0.3], [0.0, 0.1, -0.1], [-0.2, -0.3, -0.3], [1.1, 2.2, -1.5], [0.2, 0.1, 0.5], [-0.2, 0.3, 0.2], [0.1, 0.1, -0.1], [0.5, 0.1, 0.1], [1.1, 0.5, 0.1], [1.0, -1.1, -2.7], [-1.0, -0.3, 0.1], [-2.0, 1.1, -1.2], [0.7, 0.2, -0.5], [-2.9, 2.8, -3.5], [0.0, 0.2, -0.3], [0.3, 0.3, 0.4], [0.0, 0.0, 0.2], [-0.4, 0.2, -0.9], [0.0, 0.1, 0.1], [0.5, 0.0, -1.0], [0.0, 0.3, 0.1], [0.1, 0.4, -1.3], [-2.8, 1.4, 0.0], [0.1, 0.3, 0.0], [0.4, -1.5, 1.9], [-1.6, 2.9, -2.4], [0.7, 0.2, 0.9], [0.3, -0.1, 0.1], [-0.1, -1.7, -0.9], [0.6, 1.9, -2.4], [-2.1, 0.6, 0.6], [0.2, -1.1, 1.3], [-0.1, -0.3, -0.2], [0.1, -0.2, -0.4]],
  "lowdin_charge": [-0.304, -0.310, 0.111, -0.051, 0.117, 0.079, -0.297, 0.644, 0.049, -0.290, -0.288, -0.068, -0.314, -0.293, 0.085, 0.120, -0.080, -0.285, -0.333, -0.103, 0.691, -0.297, 0.077, -0.321, -0.289, 0.068, -0.304, 0.078, 0.070, 0.121, 0.079, 0.043, 0.078, -0.360, 0.118, 0.071, -0.276, 0.079, 0.114, -0.092, -0.073, -0.322, -0.282, -0.306, -0.053, 0.060, 0.702, 0.066, -0.321, 0.718, 0.086, 0.074, -0.284, -0.376, 0.069, 0.696, 0.678, 0.120, 0.068, -0.113, 0.078, 0.059, 0.071, 0.058, -0.309, -0.108, 0.065, -0.312, 0.084, 0.073, 0.080, 0.122, 0.078, 0.078, 0.084, -0.056, -0.318, -0.283, 0.072, 0.066, 0.060, 0.122, -0.255, -0.320, 0.083, 0.116, 0.080, 0.060, 0.072, 0.062, -0.322, -0.062, 0.104, 0.101, -0.317, 0.052, -0.249, 0.083, -0.289, -0.077, -0.265, 0.069, 0.075, -0.279, -0.084, 0.079, -0.097, -0.114, 0.085, -0.327, 0.700, 0.061, 0.052, 0.120, 0.076, 0.083, 0.109, 0.088, -0.080, 0.080, 0.669, -0.262, 0.080, 0.071, 0.063, 0.119, 0.122, -0.313, 0.057, 0.721, 0.078, 0.073, -0.110, -0.297, 0.061, 0.058, 0.654, -0.266, -0.062, 0.068, -0.318, 0.119, 0.073, -0.275, 0.114, 0.063, 0.109, 0.082, 0.060, -0.329, 0.067, 0.116, 0.080, 0.113, -0.080, -0.311, -0.068, -0.263, -0.098, -0.247, 0.108, 0.069, 0.071, 0.078, 0.076, 0.125, 0.058, 0.713, -0.259, 0.075, -0.293, -0.253, -0.049, 0.086, -0.097, -0.309, 0.727, -0.061, 0.075, 0.104],
  "total_energy_ev": -242608.09741,
  "max_force_ha_per_bohr": 0.1037,
  "smiles": "CCOS(C)(=O)=O.CCOS(C)(=O)=O.CCOS(C)(=O)=O.CCOS(C)(=O)=O.CCOS(C)(=O)=O.CCOS(C)(=O)=O.CCOS(C)(=O)=O.CCOS(C)(=O)=O.CCOS(C)(=O)=O.CCOS(C)(=O)=O.CCOS(C)(=O)=O.CCOS(C)(=O)=O",
  "de_lowest_kj_mol": 1035.38,
  "homo_energy_ev": -10.9
}